(1)
Molecular formula: C18H26N2O4
Method: DFT, ωB97M-V/def2-TZVPD

- max |F| (eV/Å) = 0.7
- SMILES string = CCCCOc1ccc(C(=O)NCC(=O)NC[C@@H]2CCCO2)cc1
- energy relative to the best compared isomer or geometry (same formula, charge and spin) (kJ/mol) = 21.2

Geometry (Å):
C 0.562997 -3.129070 6.976714
C 0.017465 -3.659499 5.656652
C -0.585150 -2.542064 4.809840
C -1.145007 -3.074700 3.489553
O -1.734005 -2.060147 2.700916
C -0.953689 -1.198943 2.003262
C -1.635700 -0.172278 1.341949
C -0.949838 0.750523 0.589266
C 0.436303 0.673051 0.452195
C 1.109151 1.698420 -0.378623
O 0.617911 2.801903 -0.581458
N 2.317988 1.349610 -0.882623
C 3.077269 2.233067 -1.745150
C 2.544047 2.159848 -3.185337
O 3.152221 1.623447 -4.088351
N 1.342271 2.751912 -3.308302
C 0.503657 2.514188 -4.458146
C -0.139659 1.110352 -4.373104
C -1.352262 0.981373 -5.298939
C -2.493182 1.517998 -4.425888
C -1.950311 1.382960 -2.989114
O -0.642580 0.846197 -3.078398
C 1.114077 -0.341548 1.118050
C 0.433306 -1.265289 1.889820
H 1.336733 -2.385470 6.799053
H -0.230537 -2.664346 7.557210
H 0.991341 -3.936784 7.565066
H 0.822860 -4.143527 5.098921
H -0.746426 -4.414404 5.855039
H 0.174092 -1.783768 4.606387
H -1.394933 -2.056897 5.358412
H -0.370841 -3.608900 2.924814
H -1.962360 -3.773436 3.690155
H -2.708417 -0.126500 1.443998
H -1.471021 1.550724 0.088025
H 2.572276 0.375606 -0.897969
H 2.970416 3.252198 -1.365083
H 4.125728 1.933450 -1.728062
H 0.875106 3.020832 -2.444511
H -0.262433 3.290123 -4.489141
H 1.120331 2.567367 -5.358103
H 0.635489 0.362327 -4.561026
H -1.517669 -0.067836 -5.541900
H -1.224328 1.541785 -6.221984
H -2.706894 2.560531 -4.658696
H -3.408265 0.945832 -4.562271
H -2.536585 0.691478 -2.378831
H -1.921020 2.356161 -2.482370
H 2.191815 -0.406072 1.071514
H 0.998263 -2.031785 2.396567

Atomic forces in eV per Å
-0.0479 -0.1906 -0.1628
-0.0289 0.2803 0.0007
-0.0680 -0.2644 -0.2855
0.2191 -0.1215 0.4196
-0.1041 0.2726 -0.2222
0.0241 0.1879 -0.1539
0.0075 -0.1551 0.1335
0.1550 -0.0300 -0.0138
-0.1699 -0.1635 0.1923
0.2196 -0.0967 0.0557
-0.1481 0.1555 0.0646
0.1960 -0.1676 -0.0251
-0.0065 0.0877 -0.1814
0.2049 0.3498 0.5587
0.1607 -0.2743 -0.2824
-0.3907 0.2921 -0.0474
0.0224 -0.5057 0.0540
0.2397 0.1579 -0.4626
0.2056 -0.1028 0.2194
0.0402 0.0115 0.0864
-0.3177 0.0962 0.1668
0.1032 -0.1173 0.0742
-0.1195 0.2630 -0.1884
-0.1337 -0.3465 0.2129
0.0852 0.0887 0.0321
-0.0501 0.0688 0.1034
0.0605 -0.0132 0.1227
-0.0162 -0.0872 -0.0287
0.0090 -0.0922 -0.0390
-0.0091 0.0509 0.0291
-0.0111 0.0615 -0.0007
-0.0822 0.0228 0.0039
0.1467 0.0277 -0.0468
-0.1270 0.0113 0.0051
-0.0611 0.0818 -0.0506
-0.1058 0.0393 0.0450
0.0778 -0.1024 -0.0191
-0.1277 0.0631 -0.0724
0.1841 -0.0528 -0.0906
0.0000 0.0325 -0.0653
-0.1525 0.0568 -0.0030
-0.0685 0.0903 -0.0162
0.0247 0.0114 -0.0568
-0.0094 0.0004 -0.1018
-0.0531 -0.0019 0.0010
-0.0388 0.0461 -0.0278
0.0002 0.1081 -0.0148
-0.0306 -0.0638 0.0024
0.0833 0.0016 0.0001
0.0088 -0.0678 0.0754

=====

(2)
Molecular formula: C18H26N2O5S
Method: DFT, ωB97M-V/def2-TZVPD

- max |F| (eV/Å) = 1.0
- SMILES string = CCCNC(=O)COC(=O)c1ccc(S(=O)(=O)N2CCCCCC2)cc1
- energy relative to the best compared isomer or geometry (same formula, charge and spin) (kJ/mol) = 58.6

Geometry (Å):
C 2.870330 -8.266633 -0.998011
C 2.994712 -6.906106 -1.674797
C 1.645768 -6.200229 -1.830438
N 1.055098 -5.855476 -0.555317
C 1.008509 -4.590565 -0.099448
O 1.412410 -3.626563 -0.705493
C 0.388699 -4.466828 1.306013
O 0.063564 -3.115508 1.560115
C -0.928243 -2.623625 0.800451
O -1.605264 -3.310264 0.076180
C -1.113654 -1.162396 0.986639
C -2.237121 -0.563278 0.420722
C -2.435587 0.798695 0.559584
C -1.505488 1.547644 1.255591
S -1.719877 3.319477 1.447730
O -2.955995 3.697753 0.816679
O -1.539392 3.655878 2.828825
N -0.376481 3.860272 0.610881
C 0.222976 5.073202 1.129083
C -0.675501 6.305013 0.983359
C -0.548933 7.040903 -0.354174
C -0.379682 6.138900 -1.581453
C -1.210280 4.855354 -1.548063
C -0.495218 3.712892 -0.820944
C -0.385542 0.966313 1.820727
C -0.185644 -0.395410 1.688870
H 2.520390 -8.164195 0.026865
H 2.173492 -8.901400 -1.541468
H 3.836486 -8.764258 -0.973482
H 3.426502 -7.033948 -2.668460
H 3.663725 -6.265720 -1.097584
H 1.777744 -5.261304 -2.371849
H 0.949736 -6.838089 -2.383205
H 0.695546 -6.607324 0.009265
H -0.507623 -5.092984 1.379855
H 1.119122 -4.750254 2.066547
H -2.936991 -1.180847 -0.121456
H -3.296949 1.296815 0.142279
H 0.392806 4.878184 2.189528
H 1.187375 5.217361 0.636139
H -1.702443 5.968745 1.135547
H -0.445331 7.007792 1.786275
H -1.441695 7.656346 -0.482290
H 0.307621 7.718432 -0.312430
H -0.653253 6.720616 -2.464562
H 0.672626 5.866692 -1.695415
H -2.176479 5.027764 -1.074911
H -1.392183 4.521568 -2.572100
H -1.040499 2.779381 -0.980846
H 0.515281 3.590165 -1.228533
H 0.307827 1.592569 2.358622
H 0.683003 -0.871520 2.114352

Atomic forces in eV per Å
0.1157 0.2230 -0.1393
-0.2713 -0.0622 -0.0049
0.3822 0.0747 -0.1491
-0.0107 -0.4628 -0.0670
-0.2966 -0.0863 0.5436
0.1487 0.2789 -0.1210
-0.0382 -0.0392 -0.2674
0.1408 0.0857 0.1952
-0.2942 -0.2087 -0.1810
0.1103 0.0904 0.1131
-0.0721 0.3090 -0.0286
0.1951 -0.2020 0.0995
-0.1121 0.1639 -0.0060
-0.1225 0.4156 -0.0321
0.3360 -0.4056 -0.1501
0.1042 -0.1985 -0.1942
0.2774 0.0385 0.0762
-0.6907 -0.4971 0.6006
-0.0932 0.4022 0.6049
0.2076 0.0843 -0.0959
0.0079 -0.1017 0.0114
-0.1955 0.0673 0.0315
0.2487 -0.0228 -0.0319
-0.2783 -0.0964 -0.5153
0.0762 -0.0195 0.0867
-0.1135 -0.0112 -0.0462
-0.0330 -0.0550 0.1346
-0.0768 -0.1255 -0.0323
0.0405 -0.1150 0.0735
0.0609 0.0416 -0.0304
0.0405 0.0673 -0.0626
-0.1050 -0.1416 0.0036
0.0278 0.0658 -0.0214
-0.0794 0.1638 0.0667
0.1784 0.0411 0.0137
-0.0834 0.0172 -0.0926
-0.0495 -0.0219 -0.0427
-0.1076 -0.0132 -0.0794
0.1957 0.1690 -0.0912
0.0124 -0.1077 0.0088
-0.0192 0.1647 0.0558
-0.0658 -0.0223 0.0555
0.0350 0.0827 -0.0193
-0.0539 0.0803 0.0081
0.1107 -0.0144 -0.0218
0.0563 0.0222 -0.0800
-0.0899 -0.0148 -0.0914
-0.0502 -0.0295 0.0083
0.1449 -0.0153 -0.2322
-0.0877 -0.0524 0.0220
0.1706 -0.0078 0.0731
0.0656 0.0011 0.0410

=====

(3)
Molecular formula: C18H26N4O2
Method: DFT, ωB97M-V/def2-TZVPD

- max |F| (eV/Å) = 5.3
- SMILES string = CCN1C(=O)N(C(=O)N[C@H]2C[C@H]3CC[C@@H](C2)N3C)[C@H]2C=CC=C[C@@H]21
- energy relative to the best compared isomer or geometry (same formula, charge and spin) (kJ/mol) = 509.1

Geometry (Å):
C 4.960772 0.175783 -2.162255
C 4.505883 1.365799 -1.331140
N 3.797884 0.876911 -0.087052
C 2.426542 0.949212 -0.023631
O 1.713423 1.452866 -0.887014
N 1.986843 0.297820 1.050565
C 0.729805 0.349853 1.599117
O 0.662534 -0.050004 2.802314
N -0.341406 0.807031 0.903793
C -1.643627 0.376674 1.331446
C -2.490682 1.611135 1.832100
C -3.428730 2.315681 0.978604
C -2.649813 2.995447 -0.180215
C -2.590358 1.920698 -1.248699
C -3.351260 0.737268 -0.680996
C -2.331799 -0.271192 0.100997
N -4.292551 1.377587 0.196829
C -5.201111 0.439400 0.863525
C 3.144970 -0.222005 1.873302
C 3.305889 -1.580115 2.502484
C 4.552492 -2.100802 2.783253
C 5.649359 -1.242594 2.545074
C 5.665876 -0.236557 1.653911
C 4.411599 -0.072488 0.847934
H 5.387133 0.649409 -3.033479
H 4.049057 -0.413802 -2.378654
H 5.739016 -0.461975 -1.671743
H 3.878464 2.030247 -1.968338
H 5.385259 1.962448 -1.195583
H -0.307764 1.157440 -0.062927
H -1.615142 -0.357011 2.198761
H -1.735772 2.368968 2.319159
H -3.046882 1.170612 2.729086
H -4.084351 2.935338 1.587962
H -1.611317 3.335867 0.170100
H -3.208726 3.815032 -0.604577
H -1.572513 1.442675 -1.392514
H -3.087482 2.251703 -2.214930
H -3.695086 0.157071 -1.635617
H -1.480827 -0.629512 -0.461399
H -2.898543 -1.163845 0.486664
H -4.749843 -0.039277 1.634246
H -6.107795 1.006686 1.287945
H -5.577867 -0.275297 0.214085
H 3.107431 0.581232 2.702260
H 2.446701 -2.192013 2.493212
H 4.553102 -3.057034 3.344393
H 6.621462 -1.426560 2.972106
H 6.502865 0.377683 1.361374
H 4.375736 -1.040640 0.313016

Atomic forces in eV per Å
-0.4355 -0.2793 0.4744
-0.8151 -0.8888 0.0917
2.1945 2.3186 -0.8991
0.8147 0.5028 -2.5668
0.1748 0.2255 0.4019
0.9148 -2.4174 1.3256
-0.5332 -0.6781 3.2078
-0.3582 0.6391 -2.6546
1.0014 -0.2983 -0.0921
-2.1439 0.7401 0.3023
2.1933 -1.1553 4.6748
-1.0658 -0.0785 -2.1124
0.9705 0.5823 0.8516
1.0817 -1.0891 -1.0949
1.3190 -1.9119 -1.3144
-1.6229 0.0199 0.9621
-0.6561 -0.7958 -0.6017
-1.5667 4.2220 0.0825
1.2974 2.4554 0.2640
1.0057 -0.7106 -1.2435
-3.7431 0.5506 0.5408
2.6704 0.9893 -0.4793
-0.8622 1.0989 -0.6692
-4.3456 -1.3826 0.8239
0.1418 -0.4810 -0.6758
0.7347 0.0105 -0.3092
-0.6981 0.5467 -0.3192
-0.2145 -0.7885 0.9037
0.4614 0.4612 1.2402
0.8947 -0.4084 0.8579
0.5768 1.0479 -1.2594
-1.3786 -1.3651 -0.8457
0.4439 0.7597 -0.9409
0.1195 0.3933 -0.1733
-1.5750 -0.2769 -0.5351
0.0015 0.5325 0.2323
-0.8291 1.4086 -0.7100
1.0136 -0.3887 1.0927
-0.3592 0.7373 2.0978
-0.3040 -0.2918 -0.8862
0.3507 0.7491 -0.6442
1.3788 -1.6735 2.6542
1.2844 -0.7107 -0.5546
-0.5748 -1.1868 -1.5930
0.9583 -1.2491 -0.7809
-0.9491 -0.5813 0.7571
0.5273 0.7122 -0.6969
0.0703 -0.2911 0.4558
0.4669 -0.2295 0.4327
-0.0323 -0.0956 -0.0754

=====

(4)
Molecular formula: C18H26O5
Method: DFT, ωB97M-V/def2-TZVPD

- max |F| (eV/Å) = 0.8
- SMILES string = O=C(O)c1ccc(OCCCCCCO[C@H]2CCCCO2)cc1
- energy relative to the best compared isomer or geometry (same formula, charge and spin) (kJ/mol) = 65.0

Geometry (Å):
O 7.424632 -1.294031 1.834089
C 7.293382 -0.857727 0.715263
O 8.346992 -0.709381 -0.109772
C 6.014754 -0.442862 0.117298
C 4.851708 -0.560275 0.873965
C 3.628405 -0.181682 0.360990
C 3.545526 0.324977 -0.936482
O 2.410997 0.712103 -1.562391
C 1.177772 0.715707 -0.867898
C 1.049253 1.910438 0.081191
C -0.200584 1.833932 0.956321
C -1.500348 1.961002 0.166178
C -2.722379 1.934912 1.082292
C -4.020133 1.792025 0.283970
O -4.172350 0.535468 -0.346427
C -4.588683 -0.519935 0.477820
C -5.264657 -1.576692 -0.405286
C -4.225695 -2.284878 -1.269472
C -3.142769 -2.861230 -0.361671
C -2.557616 -1.728676 0.476530
O -3.548528 -1.069496 1.247322
C 4.715801 0.439455 -1.697668
C 5.932344 0.062671 -1.181418
H 9.152654 -1.000086 0.344399
H 4.926702 -0.954105 1.876299
H 2.749359 -0.287498 0.976543
H 1.033853 -0.227098 -0.325806
H 0.427545 0.776479 -1.659670
H 1.934134 1.946224 0.720887
H 1.034925 2.827906 -0.510133
H -0.203889 0.887208 1.502381
H -0.157683 2.638468 1.694023
H -1.586197 1.139806 -0.546248
H -1.493271 2.893477 -0.403065
H -2.772255 2.855150 1.667508
H -2.647531 1.093999 1.773755
H -4.881977 1.974677 0.942513
H -4.040616 2.518920 -0.533436
H -5.303597 -0.144218 1.230538
H -6.013078 -1.081333 -1.022923
H -5.760289 -2.297192 0.247659
H -4.699399 -3.074457 -1.855286
H -3.782788 -1.561245 -1.956039
H -2.348905 -3.327824 -0.946224
H -3.577906 -3.613305 0.299735
H -1.834400 -2.101258 1.205397
H -2.063352 -1.004971 -0.184937
H 4.631268 0.830820 -2.699184
H 6.828878 0.155635 -1.773443

Atomic forces in eV per Å
-0.0588 0.0311 -0.0637
0.2642 -0.2394 0.5342
0.1995 0.1308 -0.4307
-0.2556 0.0713 -0.0981
0.4069 -0.0175 -0.1085
-0.3467 0.0724 -0.1107
0.3179 -0.0490 -0.0431
0.2948 -0.0047 -0.1547
-0.3184 0.2476 0.2784
0.0529 -0.2764 0.0092
0.0387 0.1504 -0.3573
-0.0193 -0.1143 0.4190
-0.1244 -0.1335 -0.4514
0.0740 0.2408 0.3551
0.1013 -0.3153 -0.1764
-0.7709 -0.0690 0.1459
0.3500 0.3038 -0.0031
-0.0924 -0.1370 0.1658
0.0187 0.3477 0.0034
0.2098 -0.3069 -0.0655
-0.0368 0.0252 0.0586
-0.2708 0.0608 -0.0140
-0.0215 -0.0679 0.1974
-0.2820 -0.0104 0.1452
-0.0015 -0.0274 0.0754
-0.0997 0.0199 0.0313
-0.0006 0.0208 -0.0615
0.0456 -0.0952 0.1310
0.0224 0.0399 -0.0504
0.0573 0.0378 -0.0171
-0.0124 -0.0326 0.1117
-0.0019 -0.0493 0.0934
-0.0146 -0.0058 -0.1120
0.0153 0.0293 -0.1087
0.0000 0.0462 0.0590
-0.0085 0.0797 0.0704
0.0339 0.0077 -0.1162
-0.0461 0.0320 0.1255
0.1728 0.0002 -0.1871
-0.0757 -0.0046 0.0568
-0.0375 0.0133 0.0227
0.0247 0.0485 -0.0716
0.0140 -0.0354 -0.1017
0.0429 -0.0553 0.0274
0.0412 -0.0668 0.0257
0.0136 0.0459 -0.1172
0.0407 -0.0486 0.0605
-0.0055 0.0439 -0.1120
0.0485 0.0154 -0.0701